{
  "formula": "C40H54Br3N8O13",
  "method": "ωB97M-V/def2-TZVPD",
  "symbols": ["C", "C", "N", "C", "C", "N", "C", "C", "H", "H", "H", "H", "H", "H", "H", "H", "H", "H", "H", "C", "Br", "Br", "Br", "H", "C", "C", "C", "C", "C", "C", "O", "O", "H", "H", "H", "H", "H", "H", "C", "C", "C", "C", "C", "C", "O", "O", "H", "H", "H", "H", "H", "H", "C", "C", "C", "C", "C", "C", "O", "O", "H", "H", "H", "H", "H", "H", "C", "C", "C", "C", "C", "C", "O", "O", "H", "H", "H", "H", "H", "H", "C", "C", "C", "C", "C", "C", "O", "O", "H", "H", "H", "H", "H", "H", "C", "O", "N", "N", "H", "H", "H", "H", "C", "O", "N", "N", "H", "H", "H", "H", "C", "O", "N", "N", "H", "H", "H", "H"],
  "xyz": [[1.628530, -2.422200, 0.687779], [0.547748, -2.203026, -0.379891], [-0.216255, -0.968778, -0.223144], [-1.010333, -0.452011, -1.227285], [-1.353750, 0.795063, -0.762909], [-0.664576, 1.074985, 0.361779], [0.051553, -0.032627, 0.672882], [-0.622749, 2.381948, 1.024890], [2.399261, -1.655823, 0.702826], [2.212867, -3.312849, 0.427465], [1.232979, -2.796328, 1.632238], [-0.044500, -3.066229, -0.673576], [1.166722, -2.100961, -1.278105], [-1.257799, -1.008936, -2.111901], [-2.011734, 1.494763, -1.251387], [0.851960, -0.076815, 1.394827], [-1.430518, 2.521576, 1.728843], [-0.578160, 3.118104, 0.224224], [0.382617, 2.547063, 1.407390], [-0.209544, 3.916813, 4.449020], [-0.173856, 2.081182, 5.135070], [-1.981953, 4.276277, 3.785077], [1.287063, 4.325753, 3.241149], [-0.005542, 4.575383, 5.281301], [0.981543, 1.120158, -5.014956], [1.226978, 2.462021, -5.276585], [0.177085, 3.324778, -5.022241], [-1.113310, 2.887880, -4.707004], [-1.322052, 1.530169, -4.492117], [-0.252613, 0.662461, -4.575980], [-0.380735, -0.668059, -4.230378], [0.405911, 4.671100, -5.270712], [1.757549, 0.405920, -5.274269], [2.189805, 2.881915, -5.524567], [-1.951810, 3.555755, -4.554201], [-2.295417, 1.186900, -4.164799], [0.278657, -1.187433, -4.704742], [-0.431020, 5.103681, -5.057852], [-0.569475, 7.241743, 1.632662], [-0.974345, 6.097516, 0.995788], [-2.184068, 6.053829, 0.318739], [-3.020233, 7.152870, 0.207703], [-2.590821, 8.353034, 0.789467], [-1.369468, 8.375278, 1.478590], [-0.913431, 9.608557, 1.919826], [-2.589926, 4.870358, -0.317871], [0.391738, 7.314103, 2.120054], [-0.268576, 5.276776, 1.030678], [-3.853414, 7.151201, -0.484159], [-3.257251, 9.202841, 0.841927], [-0.855220, 10.129042, 1.110370], [-3.209993, 5.142145, -1.000332], [-0.912548, -4.661340, -5.049482], [-0.363836, -4.500484, -3.782488], [0.299332, -5.573957, -3.204662], [0.321199, -6.826346, -3.825315], [-0.156982, -6.966479, -5.116939], [-0.837634, -5.892051, -5.686937], [-1.417547, -6.019765, -6.937735], [0.769649, -5.377073, -1.942005], [-1.494460, -3.903096, -5.556460], [-0.464484, -3.560948, -3.256497], [0.858705, -7.621971, -3.322121], [-0.126425, -7.932570, -5.603438], [-1.697025, -6.940008, -6.998965], [1.154344, -6.150281, -1.513870], [-2.403684, -5.787383, -0.077156], [-3.782301, -5.794302, 0.024408], [-4.372174, -5.189666, 1.108299], [-3.631333, -4.526431, 2.084833], [-2.253822, -4.556174, 1.976939], [-1.618870, -5.270533, 0.949041], [-0.246284, -5.163997, 0.883481], [-5.732475, -5.150934, 1.121327], [-1.855639, -6.104501, -0.959710], [-4.408280, -6.158037, -0.778007], [-4.099608, -4.052484, 2.936142], [-1.674618, -3.869337, 2.584042], [-0.023577, -5.075936, -0.052534], [-6.244123, -4.575394, 1.684506], [-0.047886, -3.732180, 4.926055], [0.768241, -2.640865, 4.718936], [0.882007, -1.638668, 5.689705], [0.131667, -1.736785, 6.846698], [-0.803795, -2.735760, 7.045159], [-0.776619, -3.785160, 6.111732], [-1.558874, -4.884509, 6.353654], [1.738380, -0.592406, 5.570796], [-0.169173, -4.577028, 4.261451], [1.367174, -2.469130, 3.833344], [0.245067, -1.074172, 7.699508], [-1.402690, -2.815782, 7.940620], [-2.019754, -4.818111, 7.191386], [1.862445, -0.136999, 4.706078], [2.994506, 0.533520, -1.579331], [3.163076, -0.682416, -1.741936], [3.995725, 1.390122, -1.234109], [1.832269, 1.139305, -1.922706], [4.884184, 1.024124, -0.949774], [3.798279, 2.372502, -1.198733], [1.202275, 0.612518, -2.497017], [1.670603, 2.107387, -1.657908], [1.888039, 4.627424, -1.405535], [1.609936, 3.668134, -0.660807], [3.170772, 5.064405, -1.557981], [0.965213, 5.236760, -2.172073], [3.894389, 4.714943, -0.962209], [3.320415, 5.845977, -2.168744], [-0.005741, 5.037321, -2.012322], [1.254566, 5.871775, -2.892230], [3.556934, 0.096322, 3.141809], [2.400245, 0.532769, 3.239998], [4.276770, -0.323760, 4.234648], [4.224326, -0.026176, 1.982583], [5.134055, -0.835145, 4.211294], [3.737558, -0.236472, 5.085791], [5.203725, -0.233097, 1.958733], [3.820127, 0.381893, 1.153141]],
  "forces_ev_per_a": [[-0.4, -1.7, -0.1], [2.2, -0.3, -0.8], [0.8, -0.3, -0.8], [-0.6, 0.7, 1.8], [-0.5, -0.4, -2.0], [0.7, -1.1, 0.7], [-0.3, 1.0, -0.1], [1.0, 0.1, -1.0], [-0.4, 0.4, 0.3], [-0.2, 0.1, -0.6], [-0.1, 0.9, 0.4], [-0.6, 0.1, 0.9], [-0.2, 0.6, -0.2], [-0.2, 0.0, 0.0], [0.1, 0.2, 0.2], [-0.3, 0.0, 0.4], [0.0, 0.0, 0.1], [-0.8, 0.1, 0.0], [-0.2, -0.5, 0.7], [0.2, -0.5, 0.3], [0.3, 0.7, -0.3], [0.3, 0.3, 0.0], [-0.5, -0.2, 0.3], [-0.3, -0.1, 0.1], [0.6, 0.1, -0.8], [-0.8, -0.3, 1.0], [-0.6, 1.1, -0.9], [0.7, -0.6, 0.3], [-0.1, 0.1, 0.7], [0.5, -0.3, -0.5], [-0.5, 0.0, -0.1], [-0.4, -0.3, 0.5], [0.1, -0.1, 0.4], [0.1, -0.2, -0.3], [0.1, 0.2, -0.2], [0.0, -0.2, -0.2], [0.0, 0.0, 0.0], [0.2, 0.3, -0.3], [-0.6, 1.2, -0.5], [0.1, -0.7, 0.0], [-0.6, -0.7, -0.7], [1.2, 0.9, 0.1], [0.1, -1.1, 0.6], [-0.3, 0.5, -0.2], [0.1, -0.3, -0.1], [0.8, 0.3, 0.2], [0.0, 0.0, 0.1], [-0.4, -0.3, -0.2], [-0.3, -0.2, 0.4], [0.2, 0.2, -0.3], [0.0, 0.4, 0.3], [-0.2, -0.2, 0.0], [-0.3, -0.4, 0.0], [0.1, -0.2, -0.6], [-0.9, -0.6, -0.2], [0.9, 0.7, 0.1], [-0.7, 0.2, 0.5], [0.3, -0.2, -0.6], [0.0, 0.0, 0.6], [0.4, 0.5, 1.1], [0.1, 0.2, 0.2], [0.1, 0.0, 0.1], [-0.2, -0.2, -0.1], [0.1, 0.0, -0.1], [0.0, 0.1, -0.4], [0.0, -0.2, -0.5], [1.1, -0.2, 0.3], [0.2, 0.1, -0.5], [-0.9, 1.2, 1.1], [0.4, -0.8, -0.3], [0.3, 0.1, -0.2], [-0.9, 1.5, 0.3], [0.0, -0.2, -0.3], [-0.8, -1.2, -1.1], [-0.4, -0.4, -0.1], [0.0, -0.1, 0.0], [-0.1, 0.2, -0.1], [0.2, -0.5, 0.3], [0.2, -0.2, -0.1], [0.8, 0.4, 0.6], [-0.5, -0.3, 0.7], [0.4, 1.0, 0.1], [-0.3, -0.4, -0.4], [-0.6, 0.5, 1.2], [1.3, -1.1, -1.3], [-1.3, 0.3, 0.9], [0.1, -0.5, -0.8], [0.6, 0.7, 0.7], [0.3, 0.1, -0.2], [0.0, -0.4, -0.2], [0.2, 0.5, -0.5], [0.0, 0.1, 0.1], [0.1, 0.2, 0.1], [-0.7, -0.6, -0.2], [0.1, -1.1, -1.6], [0.1, 0.7, 0.7], [-0.1, 0.0, 0.6], [0.1, 0.3, 0.6], [0.1, 0.0, -0.1], [0.1, 0.1, 0.1], [-0.2, 0.0, 0.1], [-0.3, -0.2, -0.2], [0.2, -1.1, 0.4], [0.2, 0.8, -0.2], [-0.7, 0.1, -0.4], [0.1, 0.2, 0.1], [0.1, 0.1, 0.1], [0.5, 0.1, 0.2], [0.0, -0.1, -0.1], [-0.3, 0.1, -0.1], [0.9, -0.5, 1.1], [0.4, -0.2, -0.4], [-1.5, 0.9, -0.1], [-0.3, 0.3, -1.2], [0.1, -0.1, -0.1], [0.5, -0.5, 0.3], [0.1, 0.0, 0.1], [0.0, 0.0, 0.1]],
  "e_above_lowest_ev": 0.000,
  "e_tot_ev": -291017.942,
  "e_homo_ev": -9.362,
  "spin_multiplicity": 1,
  "homo_lumo_gap_ha": 0.2685,
  "charge": 1
}

***

{
  "formula": "C40H54ClFGeHgN4O9PSSi3",
  "method": "ωB97M-V/def2-TZVPD",
  "symbols": ["Hg", "O", "Cl", "O", "O", "O", "O", "P", "C", "C", "C", "C", "C", "C", "C", "C", "C", "C", "C", "C", "C", "C", "C", "C", "C", "C", "H", "H", "H", "H", "H", "H", "H", "H", "H", "H", "H", "H", "H", "H", "H", "C", "Si", "C", "C", "Ge", "Si", "C", "C", "C", "Si", "C", "C", "C", "H", "H", "H", "H", "H", "H", "H", "H", "H", "H", "H", "H", "H", "H", "H", "H", "H", "H", "H", "H", "H", "H", "H", "H", "H", "H", "H", "N", "C", "S", "N", "C", "C", "C", "C", "C", "C", "H", "H", "H", "H", "H", "H", "H", "H", "F", "C", "C", "N", "C", "C", "O", "O", "C", "O", "N", "C", "O", "H", "H", "H", "H"],
  "xyz": [[0.055561, 0.072161, 1.055168], [-0.855089, -2.043124, 3.792842], [0.203205, -2.707476, 3.081390], [0.620856, -3.887580, 3.779697], [-0.257528, -3.056317, 1.747483], [1.322221, -1.783769, 2.952744], [0.467124, -1.481735, -0.859004], [1.135613, -2.582847, -1.624084], [2.501845, -3.363137, -0.764262], [2.798028, -2.967408, 0.529980], [3.843680, -3.572979, 1.218267], [4.591459, -4.561695, 0.601204], [4.301812, -4.955358, -0.702880], [3.259804, -4.357289, -1.387064], [-0.049387, -3.893118, -1.998163], [-0.944899, -3.759890, -3.058840], [-1.969417, -4.675707, -3.230074], [-2.115951, -5.725136, -2.331609], [-1.239995, -5.854452, -1.264681], [-0.209684, -4.940952, -1.095452], [1.803361, -1.981801, -3.186604], [1.889355, -2.753814, -4.342312], [2.432943, -2.214213, -5.498913], [2.891370, -0.903381, -5.502822], [2.817709, -0.135914, -4.348849], [2.277842, -0.670022, -3.188410], [2.212049, -2.205301, 1.020685], [4.060575, -3.255676, 2.229172], [5.407973, -5.031266, 1.135772], [4.890525, -5.727362, -1.182525], [3.034094, -4.664494, -2.402579], [-0.832684, -2.938606, -3.757941], [-2.657333, -4.570623, -4.059418], [-2.922449, -6.436256, -2.458403], [-1.365443, -6.657686, -0.550724], [0.453294, -5.025595, -0.243291], [1.526790, -3.774867, -4.346160], [2.494228, -2.815035, -6.397548], [3.309041, -0.481354, -6.408625], [3.178750, 0.884611, -4.340137], [2.219616, -0.052481, -2.296660], [-1.455085, 4.066476, 0.720597], [-2.807047, 2.754936, 0.714995], [-3.350977, 2.313478, -1.041428], [-4.324375, 3.617718, 1.446792], [-2.124873, 0.843294, 1.976362], [-3.780285, -0.843726, 1.708266], [-3.768269, -1.333407, -0.112453], [-5.460518, -0.070548, 2.100800], [-3.633179, -2.396378, 2.734130], [-1.512651, 1.674799, 4.130770], [-1.430241, 0.388871, 5.486359], [-2.748803, 2.995301, 4.678050], [0.162952, 2.507482, 3.943472], [-1.614010, 4.759045, -0.110586], [-0.452068, 3.653647, 0.617362], [-1.496385, 4.635275, 1.653183], [-3.069874, 3.112622, -1.733068], [-4.438172, 2.196901, -1.070997], [-2.901962, 1.389207, -1.394030], [-4.532566, 4.494934, 0.824790], [-4.171574, 3.963016, 2.469503], [-5.215679, 2.989056, 1.439445], [-4.059327, -0.498645, -0.752881], [-4.461273, -2.162086, -0.286114], [-2.769021, -1.663107, -0.410811], [-5.677995, 0.773666, 1.444427], [-5.500507, 0.288937, 3.131406], [-6.257601, -0.809105, 1.972136], [-2.759094, -2.978918, 2.447214], [-4.536543, -2.992379, 2.567176], [-3.540510, -2.180995, 3.798409], [-2.340021, -0.212796, 5.524906], [-1.303454, 0.894164, 6.448461], [-0.604658, -0.302374, 5.330231], [-3.777023, 2.627621, 4.673041], [-2.701197, 3.874122, 4.032202], [-2.511395, 3.319060, 5.695640], [0.907186, 1.823019, 3.528562], [0.530262, 2.857474, 4.912638], [0.095847, 3.366912, 3.273041], [-1.055937, 0.042148, -2.920784], [-0.615540, 1.321122, -2.966890], [0.264639, 1.952215, -1.715120], [-0.999164, 1.983782, -4.104495], [-0.735553, 3.311562, -4.491384], [-1.709173, 3.967947, -5.241872], [-1.492977, 5.255170, -5.703910], [-0.305390, 5.909688, -5.412281], [0.663478, 5.252282, -4.668413], [0.465416, 3.957888, -4.211918], [-0.794685, -0.498494, -2.101038], [-1.778003, -0.296663, -3.533769], [-1.714330, 1.530463, -4.650659], [-2.646200, 3.465052, -5.455219], [-2.262240, 5.749599, -6.283423], [-0.136875, 6.920629, -5.759064], [1.598021, 5.747435, -4.436865], [1.226652, 3.455771, -3.637969], [3.835003, 4.086072, 3.945116], [4.082231, 2.771655, 3.865466], [4.241372, 2.162473, 2.687813], [4.512858, 0.820228, 2.582497], [4.541913, 0.217448, 1.249877], [3.270493, 0.609728, 0.469762], [3.401295, 1.020700, -0.679393], [2.204563, 0.502907, 1.158437], [4.620708, 0.019523, 3.696582], [4.893396, -1.161498, 3.666597], [4.416915, 0.684527, 4.897451], [4.160817, 2.030541, 5.116084], [4.030982, 2.489235, 6.230490], [4.150091, 2.700759, 1.753065], [4.582776, -0.857647, 1.403877], [5.425676, 0.548656, 0.704669], [4.467872, 0.099470, 5.718316]],
  "forces_ev_per_a": [[-0.2, 0.3, -0.1], [-0.1, -0.1, 0.1], [0.2, 0.1, -0.1], [0.0, -0.1, 0.0], [0.0, 0.0, 0.0], [-0.1, 0.0, 0.0], [0.1, 0.0, -0.1], [-0.1, 0.0, 0.1], [0.0, 0.0, -0.1], [0.0, 0.0, 0.1], [0.0, 0.0, 0.0], [0.0, 0.0, 0.0], [0.0, 0.0, 0.0], [-0.1, 0.0, 0.0], [-0.1, 0.0, 0.0], [0.1, 0.0, 0.0], [0.0, 0.0, 0.0], [0.0, 0.0, 0.0], [0.0, 0.0, 0.0], [0.0, 0.0, 0.0], [0.0, 0.1, 0.0], [0.0, 0.0, 0.0], [0.0, 0.0, 0.0], [0.0, 0.0, 0.0], [0.0, 0.0, 0.0], [-0.1, 0.1, 0.0], [0.0, 0.0, 0.0], [0.0, 0.0, 0.1], [0.0, 0.0, 0.0], [0.0, 0.0, 0.0], [0.0, 0.0, 0.0], [0.0, 0.0, 0.0], [0.0, 0.0, 0.0], [0.0, 0.0, 0.0], [0.0, 0.0, 0.0], [0.0, 0.0, 0.0], [0.0, 0.0, 0.0], [0.0, 0.0, 0.0], [0.0, 0.0, 0.0], [0.0, 0.0, 0.0], [0.0, -0.1, 0.0], [0.0, 0.0, -0.1], [-0.1, 0.0, 0.0], [0.0, 0.1, 0.0], [0.0, 0.0, 0.0], [0.0, -0.2, 0.1], [-0.1, 0.0, 0.0], [0.0, 0.0, 0.0], [0.0, 0.0, -0.1], [0.0, 0.0, 0.0], [0.0, 0.0, 0.0], [0.0, 0.0, 0.0], [0.0, 0.0, 0.0], [0.0, 0.0, 0.0], [0.0, 0.0, 0.0], [0.0, 0.0, 0.0], [0.0, 0.0, 0.0], [0.0, 0.0, 0.0], [0.0, 0.0, 0.0], [0.1, -0.1, 0.0], [0.0, 0.0, 0.0], [0.0, 0.0, 0.0], [0.0, 0.0, 0.0], [0.0, 0.0, 0.0], [0.0, 0.0, 0.0], [0.0, 0.0, 0.0], [0.0, 0.0, 0.0], [0.0, 0.0, 0.0], [0.0, 0.0, 0.0], [0.0, 0.0, 0.0], [0.0, 0.0, 0.0], [0.0, 0.0, 0.0], [0.0, 0.0, 0.0], [0.0, 0.0, 0.0], [0.0, 0.0, 0.0], [0.0, 0.0, 0.0], [0.0, 0.0, 0.0], [0.0, 0.0, 0.0], [0.0, 0.0, 0.0], [0.0, 0.0, 0.0], [0.0, 0.0, 0.0], [0.0, 0.1, 0.1], [-0.3, -0.1, 0.0], [0.2, 0.1, -0.1], [0.0, 0.0, 0.1], [0.0, 0.0, 0.0], [0.0, 0.0, 0.0], [0.0, 0.0, 0.0], [0.0, 0.0, 0.0], [0.0, 0.0, 0.0], [0.0, 0.0, -0.1], [0.0, 0.0, 0.0], [0.0, 0.0, 0.0], [0.0, 0.0, 0.0], [0.0, 0.0, 0.0], [0.0, 0.0, 0.0], [0.0, 0.0, 0.0], [0.0, 0.0, 0.0], [0.0, 0.0, 0.0], [0.0, 0.0, 0.0], [0.0, -0.1, 0.0], [-0.1, 0.0, 0.0], [0.1, 0.0, 0.0], [-0.1, 0.2, 0.1], [-0.1, 0.1, -0.1], [0.0, -0.2, -0.1], [0.3, -0.2, 0.1], [0.0, 0.0, 0.0], [0.0, 0.0, 0.0], [0.0, 0.0, 0.0], [0.0, 0.1, -0.1], [0.0, 0.0, 0.0], [0.0, 0.0, 0.0], [0.0, 0.0, -0.1], [0.0, 0.0, 0.0], [0.0, 0.0, 0.0]],
  "e_above_lowest_ev": 0.548,
  "e_tot_ev": -186434.859,
  "e_homo_ev": -5.761,
  "spin_multiplicity": 1,
  "homo_lumo_gap_ha": 0.2845,
  "charge": -1
}